Density functional theory data (wB97M-V/def2-TZVPD) for a structure of composition C24H43BaCl2F3N3O7SSi at a distorted geometry.

```
85
Properties=species:S:1:pos:R:3:forces:R:3:lowdin_charge:R:1
C -2.13161 -0.01674 -5.66280 0.059 0.229 -0.494 -0.049
C -1.74469 -0.98364 -4.60491 0.836 -0.916 0.537 -0.221
H -2.22773 -0.53791 -6.61495 -0.355 0.150 -0.076 0.071
H -1.37541 0.76498 -5.81644 -0.093 -0.377 0.170 0.063
H -3.04996 0.51338 -5.38541 -0.047 -0.158 -0.243 0.090
C -1.11172 -2.14194 -4.88471 -0.721 1.321 0.434 -0.102
C -0.76432 -2.59637 -6.25633 0.333 -0.690 -0.677 -0.117
H -0.75016 -2.76482 -4.07893 -0.226 -0.019 0.098 0.090
H -0.06589 -1.92876 -6.78229 -0.251 0.013 0.132 0.080
H -1.62476 -2.78535 -6.92490 0.225 0.232 0.324 0.078
H -0.24220 -3.55186 -6.15427 -0.026 0.002 -0.235 0.063
Ba 1.88826 1.42837 1.33386 0.375 0.510 0.788 1.413
Cl 4.00972 3.18305 0.25699 0.009 0.011 0.209 -0.622
C 0.19257 -1.77613 1.94380 0.327 0.714 -0.420 -0.331
O 1.30891 -1.22766 1.88150 -0.898 -0.631 0.411 -0.200
N -0.05288 -2.89304 2.64319 0.476 -0.462 0.345 -0.161
C 1.08039 -3.60175 3.20807 0.105 0.002 0.065 -0.045
C -1.37218 -3.49584 2.80489 -0.064 0.297 -0.502 -0.041
H -0.68594 -1.36792 1.42122 0.298 -0.081 0.108 0.116
H 1.91107 -2.89823 3.32528 -0.201 -0.239 0.008 0.085
H 1.40678 -4.42715 2.55827 -0.065 0.141 0.055 0.092
H 0.79130 -4.02424 4.17277 0.112 0.066 0.005 0.079
H -2.12768 -2.69829 2.83612 0.222 -0.328 -0.001 0.076
H -1.38074 -4.06993 3.73829 -0.040 0.225 -0.139 0.084
H -1.59834 -4.17542 1.96795 0.022 0.122 0.347 0.062
H 1.06942 3.87284 5.60862 0.172 -0.046 -0.135 0.084
H -0.79215 4.92308 5.78454 -0.038 0.139 -0.015 0.080
C 0.98014 3.49020 4.58975 -0.192 -0.158 -0.302 -0.038
C -1.19884 4.69342 4.80207 -0.233 -0.113 -0.401 -0.045
N -0.12988 4.19304 3.95372 0.188 0.215 0.378 -0.180
H 0.78150 2.41080 4.63261 0.059 0.228 -0.021 0.072
C -0.19522 4.31447 2.62418 0.487 -0.226 -0.948 -0.331
O 0.60855 3.80377 1.83040 -0.839 0.559 0.940 -0.182
H -1.99837 3.95074 4.91599 0.141 0.076 0.035 0.086
H -1.04385 4.95187 2.27415 0.494 -0.378 0.158 0.147
H 1.89561 3.68860 4.01866 -0.170 -0.047 0.194 0.093
H -1.62230 5.59864 4.35065 0.037 -0.162 0.191 0.091
H 2.25350 0.27178 -3.72018 -0.025 0.014 0.120 0.077
H 2.02675 -2.60651 -3.83067 0.142 0.078 -0.078 0.074
C 3.23123 0.02584 -3.29695 -0.074 -0.226 0.029 -0.085
C 3.06583 -2.43088 -3.51764 -0.300 0.225 0.398 -0.068
N 3.17748 -1.27294 -2.64574 0.533 -0.269 0.197 -0.220
H 3.50354 0.78426 -2.57153 0.026 0.039 0.062 0.069
C 3.50886 -1.45550 -1.33249 0.477 0.900 0.601 -0.404
O 3.92978 -0.60551 -0.54759 -0.229 -1.366 -1.084 -0.092
H 3.41084 -3.30998 -2.96735 -0.017 -0.012 -0.224 0.080
H 3.32339 -2.51383 -1.02253 0.218 0.370 -0.050 0.127
H 3.95279 -0.01783 -4.11615 0.176 0.088 0.001 0.079
H 3.68976 -2.26934 -4.40431 -0.059 -0.187 0.102 0.082
O -1.10057 0.71968 -3.10640 -0.161 -2.322 -0.663 -0.217
C -1.95995 -0.44650 -3.19346 0.194 0.709 0.432 -0.259
C -0.31542 -1.82852 -1.91840 -0.143 -1.009 -0.370 -0.148
C -1.64603 -1.45637 -2.08990 0.294 0.685 0.326 -0.169
H 0.45968 -1.26188 -2.40921 -0.122 -0.190 -0.229 0.029
C 0.01527 -2.97994 -1.19503 0.178 0.798 -0.354 -0.085
H -3.03126 -0.13484 -3.11918 0.516 -0.164 0.087 0.144
C -2.60055 -2.01456 -1.22993 0.400 -0.507 -0.862 -0.014
H 1.05439 -3.28212 -1.15099 0.002 -0.056 0.074 0.094
C -0.97342 -3.69749 -0.56180 -0.450 -0.321 0.174 -0.128
C -2.27366 -3.18988 -0.54338 -0.152 0.218 0.092 -0.102
H -3.59518 -1.58188 -1.19445 -0.073 -0.250 -0.030 0.111
H -0.73606 -4.64472 -0.06482 -0.130 0.361 -0.126 0.101
H -3.04830 -3.72703 -0.00891 0.001 0.116 0.127 0.095
Si -1.40614 2.31352 -2.97503 3.271 -0.233 2.559 0.407
Cl 1.25224 0.30601 -0.92598 -0.931 0.280 -1.127 0.020
C -0.02771 3.27733 -2.00942 -0.257 0.151 -0.572 -0.190
C -2.68062 2.24746 -1.64370 -1.572 0.253 -0.158 -0.136
C -1.09070 2.93968 -4.68516 -0.754 1.222 -0.367 -0.171
H 0.00611 3.19542 -0.91660 -0.331 -0.273 -0.258 -0.004
H -0.31459 4.32469 -2.22585 0.152 -0.009 0.131 0.024
H 1.01035 3.16924 -2.34177 -0.179 -0.106 -0.188 0.026
H -0.22084 2.41346 -5.11806 -0.423 0.171 0.427 0.053
H -0.83811 4.00597 -4.55348 -0.044 -0.303 -0.397 0.030
H -1.95324 2.85754 -5.34842 0.169 0.094 -0.253 0.017
H -2.75761 1.18693 -1.31407 0.016 0.770 -0.253 0.046
H -3.62967 2.57095 -2.08398 -0.469 -0.081 0.652 0.023
H -2.42788 2.84775 -0.75626 -0.104 -0.065 -0.539 0.036
F -4.04053 1.64801 1.44800 0.541 0.078 0.678 0.109
C -3.22193 1.97599 2.47574 -0.246 0.239 -0.353 -0.610
F -2.81886 3.25602 2.25632 -0.236 -0.546 0.240 0.088
F -3.95745 1.96484 3.60618 0.252 0.063 -0.358 0.106
S -1.76183 0.82816 2.60060 0.639 0.153 -1.412 0.483
O -1.02548 1.25617 3.77938 -0.482 -0.098 -0.117 -0.316
O -2.40694 -0.47009 2.66507 0.070 0.532 0.264 -0.311
O -1.03527 1.09937 1.34248 -0.822 -0.238 1.328 -0.434
```
Forces are in eV/Å.

Total charge: -1
Molar mass in g/mol: 811.00

Density functional theory data (wB97M-V/def2-TZVPD) for a cluster of 3 separate species, C5H16NO2 in total at a distorted geometry.

```
24
Properties=species:S:1:pos:R:3:forces:R:3:lowdin_charge:R:1
C -0.66050 0.34351 -0.47845 1.349 0.000 0.752 -0.154
C -0.31555 0.09764 1.00742 1.744 1.177 -0.110 -0.173
C -0.34107 1.44117 1.87439 1.634 -4.179 0.113 -0.165
C 2.12878 1.89058 1.19234 -0.350 -0.962 -0.081 0.007
C 0.94777 2.19838 1.71854 -0.609 1.380 -0.115 -0.176
N -0.29141 -0.80645 -1.33677 2.343 0.814 -2.509 0.145
H -1.67495 0.47768 -0.73877 -1.242 0.687 0.481 0.120
H -0.06216 1.18896 -0.78219 0.030 0.291 -0.468 0.124
H 0.76042 -0.34463 1.15996 -2.140 0.433 -0.543 0.139
H -1.06879 -0.51217 1.40158 -0.764 -1.387 0.724 0.069
H -1.23312 1.91460 1.58756 -0.933 1.395 -0.102 0.093
H -0.48206 0.99636 2.91266 0.242 1.143 -0.956 0.142
H 2.40490 0.89826 0.83558 -0.273 0.004 0.062 0.047
H 2.93884 2.58565 1.08451 0.009 0.483 0.245 0.058
H 0.79947 3.23060 2.01617 0.331 0.172 0.135 0.101
H -1.00615 -1.49627 -1.49084 -0.694 -0.523 0.416 0.127
H 0.54121 -1.24847 -0.95474 -0.160 -0.455 0.133 0.140
H 0.08876 -0.55786 -2.34905 -1.264 -0.541 2.329 0.178
H -2.43994 -2.89952 0.76326 -0.309 0.680 -1.088 0.075
H -3.68799 -2.35036 0.04246 0.931 0.040 -0.209 0.071
O -2.70622 -2.35584 -0.02328 -0.455 -0.635 1.185 -0.078
H 2.08881 -0.86806 -2.94462 -0.923 -0.861 -0.708 0.108
H 1.87847 -2.29399 -3.27992 1.632 -3.247 -0.502 0.021
O 1.39248 -1.52978 -3.21781 -0.130 4.089 0.819 -0.019
```
Forces are in eV/Å.

Total charge: +1
Molar mass in g/mol: 122.19
ΔE to the lowest compared entry with this formula, charge and spin in eV: 1.770

| no. | HOMO (eV) |
| --- | --- |
| 1 | -5.31 |
| 2 | -12.99 |